# 1
ORCA calculation (the ωB97M-V functional and the def2-TZVPD basis) on C3H4FN3O in the gas phase at a distorted geometry.

XYZ file:
```
12
Properties=species:S:1:pos:R:3:mulliken_charge:R:1
C 0.286 0.573 0.818 0.34
C 0.544 -1.033 -0.617 0.42
C -0.819 0.551 -0.041 0.08
H 0.602 1.160 2.820 0.28
H 1.241 2.235 1.712 0.27
H 1.877 -2.228 -1.025 0.41
H -1.278 -0.856 -1.709 0.27
N 0.455 1.539 1.821 -0.55
N 1.159 -0.383 0.315 -0.64
N -0.648 -0.480 -0.935 -0.06
O 0.852 -2.196 -1.217 -0.51
F -1.787 1.331 -0.159 -0.32
```

Summary:
HOMO = -0.2893 Eh
Kohn-Sham gap = 8.58 eV
energy above the lowest of the compared OMol25 structures with the same formula, charge and spin = 0.789 eV

# 2
ORCA calculation (the ωB97M-V functional and the def2-TZVPD basis) on C19H15F8N2O4PS3Sr as an isolated structure at a distorted geometry.

XYZ file:
```
53
Properties=species:S:1:pos:R:3:mulliken_charge:R:1
C 3.477 -3.320 3.020 -1.26
C 3.359 -3.015 1.422 0.31
C 1.985 -3.614 0.839 -0.92
C 3.664 -1.483 1.030 -1.08
C 2.331 -0.562 0.913 -0.54
C 1.707 -0.095 -0.469 1.03
S 2.564 -0.730 -1.968 0.79
O 3.060 -2.187 -1.855 -0.61
O 1.757 -0.742 -3.268 -1.10
C 4.165 0.282 -2.143 0.70
F 5.291 -0.593 -2.268 -0.16
F 4.083 1.208 -3.202 -0.16
F 4.333 0.991 -0.916 -0.17
C 0.401 0.894 -0.425 0.47
P -0.286 1.534 -2.064 1.29
O 1.089 2.126 -2.931 -0.50
O -1.249 2.952 -1.943 -0.45
S -1.368 0.271 -3.075 -0.57
C -0.227 1.285 0.969 -0.64
C -1.547 2.203 1.105 1.08
F -1.306 3.585 0.798 -0.29
F -2.045 2.249 2.470 -0.27
C -2.818 1.595 0.301 -0.11
C -2.913 0.095 -0.096 -0.13
C -4.159 -0.429 -0.869 -0.57
C -5.377 0.460 -1.246 -0.58
C -5.321 1.969 -0.811 0.17
C -6.615 2.851 -1.165 0.72
F -7.704 1.911 -1.295 -0.26
F -6.534 3.530 -2.404 -0.21
F -7.000 3.711 -0.078 -0.22
C -4.057 2.499 -0.081 -0.56
C 0.441 0.772 2.290 0.23
N 0.157 0.971 3.682 -0.46
S 1.208 0.247 4.800 0.33
N 2.239 -0.474 3.627 -0.46
C 1.738 -0.138 2.299 0.25
H 3.842 -4.407 3.124 0.42
H 2.480 -3.194 3.573 0.26
H 4.321 -2.671 3.479 0.31
H 4.210 -3.644 0.945 0.38
H 1.055 -2.975 1.032 0.16
H 2.116 -3.923 -0.267 0.12
H 1.804 -4.612 1.405 0.43
H 4.256 -1.022 1.913 0.54
H 4.354 -1.360 0.108 0.19
H 1.601 2.731 -2.326 0.40
H -2.187 2.701 -2.128 0.33
H -2.027 -0.600 0.163 0.38
H -4.197 -1.531 -1.185 0.34
H -6.258 -0.025 -1.787 0.39
H -4.045 3.610 0.223 0.36
Sr 0.154 -1.890 -3.263 1.89
```

Summary:
HOMO = -0.5324 Eh
charge = +2
Kohn-Sham gap = 6.27 eV

# 3
ORCA calculation (the ωB97M-V functional and the def2-TZVPD basis) on C23H29NO7S in the gas phase at a distorted geometry.

XYZ file:
```
61
Properties=species:S:1:pos:R:3:mulliken_charge:R:1
C -0.265 -1.054 3.019 -1.12
H -1.221 -1.451 2.693 0.29
H 0.374 -1.862 3.366 0.34
H -0.417 -0.318 3.804 0.34
S 0.490 -0.260 1.576 0.43
C 2.007 0.396 2.369 -1.19
C 2.855 1.189 1.384 -0.98
H 3.623 1.727 1.944 0.60
H 2.226 1.916 0.867 0.20
C 3.565 0.329 0.321 -0.13
N 2.674 -0.196 -0.679 -0.01
C 2.744 0.204 -1.962 0.63
O 3.512 1.052 -2.364 -0.71
C 1.786 -0.522 -2.911 -0.63
O 0.702 -1.168 -2.290 -0.61
C -0.246 -0.416 -1.660 0.06
C -0.190 0.960 -1.625 -0.59
C -1.127 1.712 -0.911 0.55
C -2.154 1.075 -0.231 0.20
C -2.201 -0.319 -0.264 0.63
C -1.282 -1.107 -0.977 0.72
C -1.448 -2.540 -0.922 0.56
C -2.425 -3.071 -0.135 0.68
C -3.327 -2.222 0.621 0.33
O -4.195 -2.609 1.373 -0.71
O -3.188 -0.873 0.474 -0.68
C -2.667 -4.543 0.030 -2.03
H -3.462 -4.681 0.758 0.38
H -1.772 -5.052 0.385 0.37
H -2.977 -4.999 -0.910 0.37
C -0.557 -3.436 -1.721 -1.57
H 0.454 -3.414 -1.317 0.22
H -0.506 -3.094 -2.750 0.33
H -0.917 -4.459 -1.706 0.55
C -3.176 1.855 0.546 -0.80
C -3.108 3.326 0.147 -1.29
H -3.555 3.453 -0.841 0.43
H -3.661 3.943 0.855 0.43
C -1.653 3.805 0.072 1.63
C -0.932 3.646 1.416 -1.28
H -0.797 2.592 1.648 0.06
H 0.049 4.112 1.362 0.38
H -1.504 4.119 2.209 0.37
C -1.588 5.257 -0.397 -1.99
H -2.115 5.370 -1.341 0.42
H -0.552 5.548 -0.547 0.42
H -2.040 5.911 0.343 0.40
O -0.946 3.048 -0.918 -0.53
H -2.996 1.734 1.617 0.22
H -4.169 1.450 0.346 0.44
H 0.597 1.510 -2.113 0.65
H 2.351 -1.325 -3.397 0.43
H 1.459 0.181 -3.686 0.35
H 2.048 -0.941 -0.409 0.26
C 4.335 -0.808 0.974 0.13
O 4.107 -1.975 0.810 -0.57
O 5.307 -0.356 1.769 -0.45
H 5.800 -1.094 2.163 0.37
H 4.282 0.967 -0.213 0.66
H 2.560 -0.448 2.784 0.50
H 1.683 1.047 3.183 0.53
```

Summary:
HOMO = -0.2919 Eh
Kohn-Sham gap = 8.34 eV
energy above the lowest of the compared OMol25 structures with the same formula, charge and spin = 0.000 eV

# 4
ORCA calculation (the ωB97M-V functional and the def2-TZVPD basis) on a 2-piece molecular cluster, C2H4N2O overall at a distorted geometry.

XYZ file:
```
9
Properties=species:S:1:pos:R:3:mulliken_charge:R:1
C -2.020 0.891 1.095 -0.51
C 2.403 -1.254 -1.766 0.14
N -0.765 0.907 1.155 -0.44
N 2.364 -1.453 -0.646 -0.40
O -0.111 0.060 0.273 -0.21
H -2.591 0.258 0.421 0.38
H -2.540 1.556 1.760 0.31
H 2.436 -1.067 -2.807 0.28
H 0.825 0.104 0.516 0.44
```

Summary:
HOMO (alpha / beta) = -0.2054 / -0.3671 Eh
Kohn-Sham gap (alpha / beta) = 6.48 / 7.75 eV
energy above the lowest of the compared OMol25 structures with the same formula, charge and spin = 2.772 eV
spin multiplicity = 3

# 5
ORCA calculation (the ωB97M-V functional and the def2-TZVPD basis) on C35H28BrCl3N3O6Ti as an isolated structure.

XYZ file:
```
77
Properties=species:S:1:pos:R:3:mulliken_charge:R:1
Ti 1.118 -0.066 -0.663 -0.81
C -3.784 -0.032 2.329 -0.97
O -3.410 0.891 1.315 -0.11
C -3.769 2.186 1.480 1.14
C -4.695 2.645 2.407 -0.68
C -5.004 4.000 2.460 -0.78
C -4.397 4.907 1.610 -0.73
C -3.452 4.456 0.697 -0.52
C -3.138 3.112 0.631 -0.25
N -2.186 2.632 -0.320 0.21
C -1.091 1.938 0.033 0.09
N -0.693 1.990 1.305 0.01
C 0.009 0.972 1.976 -0.53
C 0.709 -0.048 1.347 1.37
C 1.339 -1.007 2.157 -0.38
C 1.267 -0.935 3.534 -1.19
C 0.561 0.092 4.153 -0.58
C -0.073 1.040 3.377 1.01
O -0.822 2.074 3.857 -0.41
C -0.871 2.259 5.264 -1.05
N -0.385 1.253 -0.859 0.53
C -1.031 0.908 -2.088 -0.37
C -1.027 1.718 -3.211 -0.20
C -1.679 1.297 -4.364 -0.82
C -2.312 0.064 -4.380 -0.80
C -2.292 -0.772 -3.267 -1.07
C -1.644 -0.352 -2.122 0.99
O -1.468 -1.072 -0.978 0.54
C -1.957 -2.408 -0.943 -1.35
H -3.259 -0.956 2.100 0.19
H -4.860 -0.221 2.322 0.34
H -3.479 0.331 3.313 0.40
H -5.194 1.956 3.073 0.46
H -5.736 4.346 3.177 0.43
H -4.646 5.957 1.658 0.42
H -2.947 5.146 0.033 0.48
H -2.406 2.664 -1.304 0.29
H -1.204 2.609 1.921 0.44
H 1.904 -1.808 1.704 0.68
H 1.766 -1.677 4.143 0.43
H 0.512 0.134 5.231 0.48
H -1.464 3.153 5.429 0.28
H 0.130 2.403 5.674 0.38
H -1.347 1.409 5.757 0.39
H -0.514 2.671 -3.170 0.54
H -1.685 1.927 -5.242 0.48
H -2.819 -0.267 -5.277 0.46
H -2.769 -1.741 -3.314 0.54
H -1.659 -2.811 0.021 0.31
H -1.516 -3.002 -1.747 0.44
H -3.045 -2.424 -1.027 0.31
Cl 8.307 0.184 -0.358 -0.20
C 6.603 0.448 -0.452 0.48
C 5.925 0.908 0.669 -0.84
C 4.565 1.116 0.586 0.80
Cl 3.693 1.714 1.950 -0.16
C 3.853 0.869 -0.599 -0.71
O 2.517 1.066 -0.630 -0.58
C 4.569 0.405 -1.697 0.94
Cl 3.696 0.060 -3.144 -0.16
C 5.936 0.198 -1.633 -0.90
H 6.450 1.108 1.591 0.47
H 6.471 -0.163 -2.499 0.46
Br 1.414 -5.768 -5.648 -0.17
C 1.910 -5.234 -3.901 -0.27
C 2.627 -6.112 -3.098 -0.35
C 2.995 -5.727 -1.817 -0.78
C 2.650 -4.473 -1.342 -0.44
C 1.929 -3.606 -2.160 0.43
C 1.557 -3.981 -3.447 -0.17
C 1.559 -2.276 -1.661 1.39
O 0.847 -1.478 -2.325 -0.99
O 1.953 -1.858 -0.507 -0.59
H 2.895 -7.089 -3.475 0.43
H 3.555 -6.410 -1.194 0.43
H 2.932 -4.153 -0.348 0.47
H 1.005 -3.290 -4.070 0.55
```

Summary:
HOMO = -0.3985 Eh
charge = +1
Kohn-Sham gap = 7.57 eV
energy above the lowest of the compared OMol25 structures with the same formula, charge and spin = 0.699 eV

# 6
ORCA calculation (the ωB97M-V functional and the def2-TZVPD basis) on a 2-piece molecular cluster, C8H12NO2 overall at a distorted geometry.

XYZ file:
```
23
Properties=species:S:1:pos:R:3:mulliken_charge:R:1
C -1.702 -0.477 -2.075 -0.55
C -0.958 0.132 -1.316 0.43
C 1.067 3.022 -2.196 0.77
C -3.072 -1.030 -2.564 -1.01
C 1.434 -1.069 0.199 -1.49
C 1.968 1.305 0.550 -1.91
C -0.117 0.339 1.666 -1.38
C 0.760 0.353 0.349 1.63
N -0.015 0.822 -0.737 -0.52
O 1.620 2.363 -2.927 -0.36
O 0.532 3.869 -1.576 -0.46
H -2.890 -2.118 -2.687 0.24
H -3.947 -0.751 -1.846 0.19
H -3.230 -0.508 -3.442 0.30
H 2.539 -1.077 0.203 0.31
H 1.064 -1.654 0.976 0.39
H 1.064 -1.458 -0.749 0.32
H 1.571 2.267 0.714 0.49
H 2.645 1.351 -0.327 0.31
H 2.516 0.984 1.517 0.37
H 0.414 -0.183 2.603 0.29
H -0.279 1.460 1.899 0.31
H -1.136 -0.157 1.496 0.31
```

Summary:
HOMO = -0.0801 Eh
charge = -1
Kohn-Sham gap = 5.70 eV
energy above the lowest of the compared OMol25 structures with the same formula, charge and spin = 1.625 eV

# 7
ORCA calculation (the ωB97M-V functional and the def2-TZVPD basis) on C15H40GaN2O as an isolated structure at a distorted geometry.

XYZ file:
```
59
Properties=species:S:1:pos:R:3:mulliken_charge:R:1
C -2.121 -0.279 1.934 -0.29
O -2.268 -1.376 2.776 -0.42
C -1.241 -2.355 2.510 -0.48
Ga 0.584 -1.683 3.291 0.14
C 0.186 -0.231 4.708 -1.12
H -1.178 0.264 2.062 0.08
H -2.230 -0.588 0.886 0.03
H -2.920 0.420 2.197 0.24
H -1.558 -3.254 3.054 0.25
H -1.186 -2.627 1.441 0.17
H 1.370 -2.952 3.879 -0.32
H 1.340 -0.973 2.046 -0.19
H -0.429 0.574 4.297 0.29
H -0.289 -0.667 5.592 0.32
H 1.142 0.212 5.021 0.27
C -5.618 -1.400 -5.518 -1.43
C -5.419 -1.535 -4.015 -0.32
N -4.027 -1.499 -3.614 0.11
C -3.816 -1.899 -2.228 -0.72
C -4.412 -1.019 -1.127 -0.93
C -3.273 -0.338 -4.056 -0.70
C -3.776 1.047 -3.635 -0.95
H -5.051 -2.161 -6.057 0.33
H -6.674 -1.529 -5.763 0.44
H -5.316 -0.418 -5.885 0.29
H -5.835 -2.500 -3.711 0.44
H -6.017 -0.762 -3.509 0.25
H -2.742 -2.006 -2.052 0.37
H -4.222 -2.909 -2.112 0.36
H -3.843 -0.102 -0.989 0.13
H -4.382 -1.554 -0.175 0.41
H -5.454 -0.759 -1.320 0.34
H -3.223 -0.364 -5.149 0.37
H -2.235 -0.453 -3.734 0.34
H -4.857 1.148 -3.745 0.24
H -3.314 1.812 -4.265 0.37
H -3.511 1.282 -2.606 0.29
C 2.432 1.739 1.587 -1.45
C 3.777 1.240 2.086 -0.28
N 4.671 0.819 1.019 0.13
C 5.830 0.087 1.499 -0.72
C 6.837 0.831 2.383 -0.97
C 4.930 1.803 -0.014 -0.72
C 5.531 3.149 0.408 -0.98
H 1.944 0.986 0.971 0.39
H 1.782 1.947 2.438 0.33
H 2.523 2.664 1.008 0.44
H 3.583 0.379 2.731 0.41
H 4.231 2.017 2.721 0.15
H 6.360 -0.336 0.639 0.36
H 5.462 -0.777 2.059 0.41
H 7.460 1.515 1.806 0.22
H 7.510 0.112 2.857 0.40
H 6.350 1.394 3.181 0.28
H 3.987 2.001 -0.532 0.38
H 5.570 1.350 -0.777 0.36
H 5.055 3.553 1.302 0.25
H 5.391 3.881 -0.393 0.37
H 6.603 3.079 0.589 0.28
```

Summary:
HOMO = -0.1396 Eh
charge = -1
Kohn-Sham gap = 6.42 eV

# 8
ORCA calculation (the ωB97M-V functional and the def2-TZVPD basis) on a 5-piece molecular cluster, C32H40F6N8O5S overall at a distorted geometry.

XYZ file:
```
92
Properties=species:S:1:pos:R:3:mulliken_charge:R:1
C 2.962 0.747 1.636 -0.96
C 2.347 -0.619 0.955 0.26
N 2.242 -0.585 -0.371 -0.68
C 1.918 -1.760 1.974 -0.83
C 1.556 -3.211 1.403 1.67
N 2.756 -4.034 1.040 -0.80
C 3.253 -4.576 2.142 0.47
O 3.873 -5.008 3.151 -0.54
N 1.081 -3.930 2.673 -0.36
C -0.358 -4.254 2.751 -0.14
O -0.895 -4.797 3.762 -0.60
C -1.069 -3.848 1.325 0.86
C -1.849 -2.484 1.811 -0.57
C -2.649 -1.738 0.632 -0.68
C -2.255 -0.150 0.485 -0.26
C -2.241 0.640 1.889 -0.51
N -2.135 2.142 1.763 -0.32
C -1.418 2.559 0.542 0.47
C -2.309 3.238 -0.648 -0.68
O -0.147 2.456 0.384 -0.52
C -2.139 -4.889 0.763 0.61
F -3.376 -4.634 1.503 -0.34
F -2.513 -4.705 -0.618 -0.28
C -1.831 -6.449 1.006 0.61
F -2.442 -6.948 2.221 -0.24
F -0.461 -6.817 1.037 -0.19
F -2.468 -7.192 -0.058 -0.26
C 0.203 -3.361 0.478 0.94
S 0.525 -3.987 -1.240 1.45
O 0.225 -5.443 -1.461 -0.59
O -0.424 -3.201 -2.148 -0.59
F 2.075 -3.675 -1.817 -0.26
H 2.798 0.788 2.770 0.33
H 2.359 1.623 1.160 0.21
H 4.056 0.814 1.300 0.30
H 1.811 -1.487 -0.634 0.22
H 2.804 -1.905 2.720 0.45
H 1.056 -1.341 2.639 0.39
H 1.182 -3.356 3.545 0.15
H -2.467 -2.658 2.776 0.50
H -0.987 -1.770 2.138 -0.29
H -2.369 -2.200 -0.401 0.23
H -3.803 -1.779 0.772 0.47
H -3.006 0.400 -0.204 0.27
H -1.198 -0.145 0.002 0.21
H -1.287 0.315 2.477 0.04
H -3.128 0.413 2.584 0.36
H -3.061 2.591 1.823 0.35
H -1.742 4.051 -1.220 0.19
H -3.224 3.706 -0.100 0.27
H -2.662 2.361 -1.311 0.20
H 0.008 -2.228 0.264 -1.03
N -1.173 6.475 -3.689 0.02
C -2.323 6.815 -4.351 -0.57
C -2.405 6.043 -5.484 -0.33
C -1.266 5.201 -5.505 -0.62
C -0.525 5.487 -4.384 -0.52
H -0.853 6.887 -2.826 0.20
H -2.981 7.577 -3.960 0.39
H -3.199 6.079 -6.217 0.58
H -1.016 4.466 -6.256 0.39
H 0.406 5.076 -4.022 0.45
N -5.611 4.266 -5.572 0.07
C -6.223 5.373 -6.097 -0.26
C -7.458 4.993 -6.565 -0.58
C -7.598 3.607 -6.308 -0.35
C -6.444 3.186 -5.692 -0.56
H -4.690 4.250 -5.160 0.21
H -5.728 6.333 -6.093 0.34
H -8.181 5.642 -7.039 0.38
H -8.449 2.986 -6.547 0.38
H -6.145 2.214 -5.331 0.36
N 5.185 -4.653 6.987 0.03
C 4.785 -3.926 8.078 -0.41
C 3.683 -3.189 7.716 -0.92
C 3.404 -3.487 6.359 0.09
C 4.345 -4.395 5.937 -0.84
H 5.973 -5.280 6.962 0.19
H 5.319 -3.994 9.014 0.38
H 3.138 -2.512 8.357 0.38
H 2.602 -3.082 5.758 0.34
H 4.490 -4.877 4.982 0.83
N 5.050 2.236 -1.711 0.01
C 5.056 3.598 -1.569 -0.50
C 6.351 3.996 -1.337 -0.39
C 7.157 2.832 -1.345 -0.40
C 6.328 1.761 -1.582 -0.48
H 4.232 1.672 -1.885 0.22
H 4.140 4.166 -1.643 0.39
H 6.681 5.013 -1.180 0.38
H 8.226 2.782 -1.196 0.39
H 6.537 0.705 -1.667 0.38
```

Summary:
HOMO = -0.3023 Eh
Kohn-Sham gap = 7.10 eV

# 9
ORCA calculation (the ωB97M-V functional and the def2-TZVPD basis) on a 10-piece molecular cluster, C6H33NO9 overall at a distorted geometry.

XYZ file:
```
49
Properties=species:S:1:pos:R:3:mulliken_charge:R:1
C 2.969 -1.946 1.363 -1.01
C 1.524 -2.019 0.855 0.58
C 0.779 -1.263 2.030 -1.33
C -0.652 -0.678 1.514 -0.10
C -0.771 0.884 1.216 -0.08
C -1.817 1.049 0.036 0.06
N -2.664 2.258 0.327 -0.56
H 3.558 -2.892 1.162 0.31
H 2.923 -1.605 2.428 0.28
H 3.572 -1.174 0.854 0.24
H 1.028 -2.985 0.714 0.39
H 1.374 -1.283 0.002 -0.25
H 1.386 -0.336 2.280 -0.05
H 0.663 -1.796 2.929 0.71
H -0.646 -1.285 0.547 -0.13
H -1.372 -1.320 2.100 0.27
H 0.191 1.433 0.942 0.09
H -1.182 1.316 2.112 0.27
H -1.055 1.298 -0.609 0.24
H -2.310 0.133 -0.403 -0.29
H -2.746 2.650 -0.569 0.25
H -3.475 2.160 0.824 0.18
H -1.590 -3.815 1.191 0.30
H -0.698 -3.133 2.380 0.30
O -1.416 -3.668 2.067 -0.66
H 1.885 -0.765 -2.713 0.35
H 1.192 0.171 -3.928 0.34
O 1.095 -0.678 -3.332 -0.65
H 3.060 0.142 -0.980 0.28
H 2.845 1.627 -1.233 0.30
O 2.527 0.717 -1.585 -0.62
H 3.030 1.343 2.030 0.31
H 3.854 2.509 2.383 0.27
O 3.746 1.831 1.719 -0.59
H -3.448 -1.051 -1.817 0.30
H -4.809 -0.691 -1.556 0.29
O -4.291 -1.202 -2.082 -0.62
H 0.610 3.038 -1.714 0.30
H 0.811 4.386 -1.003 0.31
O 1.230 3.716 -1.613 -0.63
H -2.631 -3.737 -1.844 0.31
H -1.932 -2.513 -1.247 0.27
O -1.926 -3.361 -1.293 -0.56
H -0.665 0.003 -4.071 0.25
H -2.008 -0.219 -4.628 0.28
O -1.598 0.024 -3.792 -0.51
H 0.294 4.004 2.519 0.22
H -0.662 4.553 1.815 0.30
O 0.217 4.168 1.672 -0.52
```

Summary:
HOMO = -0.3501 Eh
Kohn-Sham gap = 9.76 eV
energy above the lowest of the compared OMol25 structures with the same formula, charge and spin = 6.694 eV